[1]
# C28H42O5P

A gas-phase ion, C28H42O5P (charge +1) (wB97M-V/def2-TZVPD, OMol25).

CARTESIAN COORDINATES (ANGSTROEM)
C 5.967121 -0.084146 4.588442
C 4.916164 0.956242 4.194753
C 3.721968 0.410899 3.415880
C 2.656597 1.458810 3.120135
O 1.777117 1.026119 1.949462
P 0.589863 0.021161 1.885437
O -0.816557 0.720573 1.833370
C -1.416866 1.736664 2.784240
C -2.863594 1.326638 3.010724
C -3.736562 2.513213 3.425831
C -3.530359 2.973987 4.866348
O 0.595274 -0.876751 3.175728
C -0.548126 -1.404924 4.023269
C -1.287048 -2.533730 3.324374
C -1.962135 -3.490208 4.307477
C -2.827263 -4.559836 3.646419
H 6.728850 0.398330 5.206293
H 5.514877 -0.894404 5.166873
H 6.474243 -0.513134 3.718040
H 4.523420 1.450717 5.091275
H 5.399330 1.730905 3.587997
H 4.080218 -0.044128 2.480002
H 3.233787 -0.387481 3.997626
H 1.986254 1.638338 3.972638
H 3.085354 2.410557 2.790783
H -0.815800 1.754220 3.710057
H -1.338087 2.701591 2.263953
H -3.276496 0.886349 2.090548
H -2.891754 0.538706 3.780194
H -3.526567 3.344889 2.743214
H -4.786214 2.235927 3.275193
H -4.391967 3.567481 5.185374
H -3.432052 2.126725 5.553280
H -2.639134 3.601575 4.964578
H -0.057335 -1.729921 4.947262
H -1.203307 -0.550410 4.245270
H -2.052179 -2.080824 2.674077
H -0.594380 -3.096104 2.679658
H -1.172606 -3.968952 4.899707
H -2.572107 -2.904930 5.008281
H -3.185669 -5.252004 4.412230
H -3.696474 -4.112930 3.153098
H -2.259863 -5.134931 2.909085
C 4.775378 -5.956046 -0.715107
O 4.524325 -5.134020 0.445807
C 3.544995 -4.192089 0.411493
C 3.421221 -3.388099 1.563266
C 2.528606 -2.326767 1.580955
C 1.718389 -2.039452 0.484826
C 0.736887 -0.858155 0.434129
C 0.933206 0.086602 -0.782091
C -0.041833 1.052298 -1.053397
C 0.033195 1.820314 -2.211865
C 1.098834 1.611744 -3.118882
O 0.971863 2.285630 -4.296214
C -0.333086 2.988616 -4.247122
C -0.875077 2.842863 -2.816048
C 2.124691 0.708499 -2.829055
C 2.026242 -0.034653 -1.667251
C 1.789507 -2.899144 -0.626651
C 2.675748 -3.971519 -0.683677
H 5.554434 -6.640138 -0.375916
H 3.873953 -6.514171 -1.002533
H 5.143833 -5.355288 -1.558105
H 4.058412 -3.617763 2.416395
H 2.480530 -1.757194 2.503582
H -0.266673 -1.323795 0.327807
H -0.876627 1.207814 -0.372804
H -0.161910 4.029856 -4.552236
H -0.996587 2.502280 -4.978910
H -1.923856 2.535607 -2.800603
H -0.788509 3.809282 -2.300594
H 2.964341 0.614199 -3.510441
H 2.810283 -0.755305 -1.445605
H 1.135942 -2.709543 -1.480282
H 2.726351 -4.607277 -1.572203

Force components x, y, z for each atom (eV/Å):
C -0.2 0.1 0.0
C -0.2 0.4 0.0
C -0.2 -0.6 -0.1
C -0.5 -0.2 -0.5
O 0.4 0.0 1.0
P -0.6 1.3 2.7
O 0.1 0.5 0.5
C 0.5 -0.6 -0.6
C 0.0 -0.1 0.0
C -0.1 -0.1 0.0
C 0.0 0.1 0.0
O -0.5 0.1 0.5
C 0.5 0.4 -0.5
C -0.2 0.2 -0.5
C 0.2 0.2 0.2
C 0.0 0.1 0.1
H -0.1 -0.1 0.0
H 0.1 0.0 0.0
H -0.2 0.0 0.1
H 0.2 0.0 0.0
H -0.1 0.0 0.1
H -0.2 0.2 0.1
H 0.3 0.1 -0.1
H 0.2 -0.1 -0.2
H -0.2 -0.3 -0.1
H -0.2 0.0 -0.4
H 0.0 -0.3 0.2
H 0.3 0.2 0.1
H -0.2 0.2 -0.2
H -0.2 -0.1 0.0
H 0.2 0.0 0.0
H 0.2 0.0 0.1
H -0.1 0.1 -0.1
H -0.1 -0.1 0.1
H 0.0 0.1 -0.3
H 0.3 -0.3 0.0
H 0.2 -0.2 0.0
H -0.1 0.2 0.2
H -0.1 0.0 0.0
H 0.0 -0.1 0.0
H 0.0 0.0 -0.2
H 0.1 -0.1 0.0
H -0.1 0.1 0.1
C -0.2 0.3 0.5
O -0.3 0.0 -0.3
C -0.2 0.2 -0.2
C 0.2 -0.4 -0.7
C 0.3 -0.2 0.2
C 0.1 -0.3 -0.2
C -0.1 -1.6 -2.3
C 0.3 0.1 -0.3
C -0.2 0.4 -0.5
C 1.1 -0.7 -0.5
C -0.6 -0.4 0.4
O -0.6 0.3 0.8
C 0.3 -0.3 -0.4
C -0.2 0.6 0.2
C -0.3 0.7 -0.4
C -0.2 -0.3 0.8
C -0.2 0.1 0.2
C 0.5 0.0 0.5
H -0.2 0.0 -0.2
H 0.2 0.1 0.1
H -0.1 -0.1 0.2
H -0.1 0.1 -0.2
H 0.0 -0.1 -0.4
H 0.2 0.3 0.0
H 0.1 -0.1 -0.2
H 0.0 -0.4 0.1
H 0.3 0.1 0.2
H 0.1 0.1 0.0
H -0.1 -0.2 0.1
H -0.1 -0.1 0.1
H -0.2 0.2 0.0
H 0.2 -0.1 0.2
H -0.1 0.3 0.4

Calculated values
E_HOMO: -10.47 eV
F_max: 0.0588 Eh/bohr
Kohn-Sham gap: 8.599 eV
Charge: +1
ΔE to the lowest compared entry with this formula, charge and spin: 0.00 kcal/mol
DFT total energy: -49239.19669 eV

[2]
# C2H3NO3

2 unconnected molecules or ions with the total composition C2H3NO3 (wB97M-V/def2-TZVPD, OMol25).

CARTESIAN COORDINATES (ANGSTROEM)
O -0.930673 2.887866 1.527161
C -0.282852 1.908257 1.594650
O -0.583554 1.045385 0.606992
O 0.327333 -0.012602 0.455886
H 0.472057 1.559564 2.386748
H 0.441527 -0.045889 -0.464926
C 0.094136 -2.373627 -1.992198
N 0.322459 -3.324647 -1.393344
H 0.139568 -1.644306 -2.720970

Force components x, y, z for each atom (eV/Å):
O -0.2 1.7 1.1
C 0.7 -1.0 0.4
O -0.2 -0.6 -0.9
O 0.5 -0.7 2.7
H -0.8 0.4 -1.2
H 0.2 0.2 -2.1
C 0.7 -1.7 0.6
N -0.4 0.3 0.3
H -0.4 1.4 -0.9

Calculated values
E_HOMO: -10.97 eV
F_max: 0.0552 Eh/bohr
Kohn-Sham gap: 11.475 eV
SMILES: O=COO.C#N
ΔE to the lowest compared entry with this formula, charge and spin: 119.13 kcal/mol
DFT total energy: -9750.92343 eV

[3]
# C10H24N2O7PS3

3 unconnected molecules or ions with the total composition C10H24N2O7PS3 (wB97M-V/def2-TZVPD, OMol25).

CARTESIAN COORDINATES (ANGSTROEM)
P 4.622025 -0.589349 1.225801
C 4.073418 1.107808 1.518250
C 3.106614 1.557461 0.394551
S 1.736653 2.556522 1.059411
C 0.708103 1.218378 1.501049
N -0.303968 0.727963 0.874302
N -0.737874 -0.342904 1.643044
C 0.043804 -0.409968 2.668190
O 1.003339 0.554748 2.651300
H 5.348287 -0.668066 0.038516
H 5.471740 -1.045452 2.232836
H 3.543306 -1.469636 1.160130
H 4.960152 1.732485 1.519089
H 3.598707 1.108846 2.491424
H 3.613441 2.120574 -0.375469
H 2.644140 0.695770 -0.076818
H 0.020828 -1.120599 3.468428
O -2.142745 5.963738 -3.402499
S -2.051483 6.005663 -1.976830
O -0.767327 6.003146 -1.343751
O -2.923548 4.818348 -1.376135
C -2.688336 3.495430 -1.901975
C -1.414030 2.884400 -1.356808
C -3.010435 7.337389 -1.347512
H -2.679708 3.530206 -2.992126
H -3.555191 2.911531 -1.600416
H -0.539562 3.421479 -1.724759
H -1.331477 1.842286 -1.662800
H -1.398774 2.933777 -0.270195
H -3.995767 7.304487 -1.802997
H -2.494821 8.255649 -1.618688
H -3.072916 7.243863 -0.266996
O 0.629395 -4.814255 -1.484499
S 0.154552 -4.609882 -0.150826
O 0.970297 -4.996682 0.963142
O -1.284742 -5.242500 -0.004681
C -1.465831 -6.623612 -0.410705
C -0.940578 -7.603781 0.616922
C -0.308880 -2.927643 0.070065
H -1.005340 -6.776119 -1.387015
H -2.540150 -6.737226 -0.532526
H 0.144902 -7.558024 0.693293
H -1.220799 -8.617836 0.334071
H -1.352202 -7.384590 1.601688
H -0.950427 -2.617931 -0.749747
H 0.606927 -2.342043 0.073881
H -0.823720 -2.833847 1.017389

Force components x, y, z for each atom (eV/Å):
P 0.2 0.4 0.1
C 0.0 -0.3 -0.7
C -0.3 -0.4 0.6
S -0.1 0.2 -0.4
C 0.2 0.3 -0.1
N 0.3 -0.1 0.4
N 0.1 -0.1 0.5
C -0.2 0.4 -0.8
O -0.3 -0.5 0.2
H -0.1 -0.1 -0.1
H 0.0 -0.1 0.0
H 0.0 0.0 -0.1
H 0.2 0.1 0.3
H -0.1 0.1 0.3
H 0.1 0.2 -0.1
H -0.1 -0.1 -0.3
H 0.0 -0.1 0.2
O 0.1 0.0 -0.1
S -0.2 0.0 0.2
O 0.1 0.0 -0.1
O -0.1 0.1 0.1
C 0.1 -0.4 -0.2
C 0.1 0.2 -0.1
C -0.1 0.0 0.0
H 0.0 0.1 0.0
H -0.1 0.1 0.1
H 0.0 0.0 0.0
H -0.1 0.0 0.0
H -0.1 -0.1 0.0
H 0.0 0.0 0.0
H 0.0 0.0 0.0
H 0.0 0.0 0.0
O 0.2 -0.1 0.0
S -0.3 0.1 0.0
O 0.2 0.0 0.0
O 0.1 0.1 0.1
C -0.1 -0.6 -0.1
C 0.2 0.2 0.1
C -0.1 -0.1 -0.1
H 0.1 0.1 0.0
H 0.0 0.2 0.0
H 0.0 0.0 0.0
H -0.1 0.0 0.0
H -0.1 0.0 0.0
H 0.0 0.0 0.0
H 0.0 0.0 0.0
H -0.1 0.0 0.0

Calculated values
E_HOMO: -12.40 eV
F_max: 0.0178 Eh/bohr
Kohn-Sham gap: 8.669 eV
Charge: +1
DFT total energy: -69856.52716 eV

Q: Number 1 is which compound?
A: C28H42O5P